1.
{
  "formula": "C9H12N2O",
  "method": "ωB97M-V with the def2-TZVPD basis set",
  "symbols": ["O", "H", "H", "C", "H", "H", "C", "C", "H", "C", "C", "H", "C", "C", "H", "C", "H", "H", "H", "H", "H", "N", "N", "C"],
  "coordinates": [[-0.12, -2.60, 3.48], [-1.23, 2.32, -3.07], [-1.80, 0.52, 1.22], [0.43, -0.25, 2.96], [0.54, -0.83, 4.19], [1.89, 0.17, -3.10], [0.40, -1.36, -0.51], [-0.51, -0.29, -0.14], [0.08, 0.92, 2.90], [1.39, -1.06, -1.37], [0.16, 0.99, -2.00], [0.11, 3.20, -2.03], [1.26, 0.14, -2.22], [-0.13, 2.34, -2.74], [-1.30, 1.71, -0.52], [-0.69, 0.79, -0.91], [-2.10, -1.26, 0.87], [2.01, -1.79, -1.76], [1.49, -0.51, 2.29], [0.45, -2.26, 0.00], [0.63, 2.62, -3.56], [-0.89, -2.12, 2.61], [-0.68, -0.92, 2.32], [-1.38, -0.48, 1.11]],
  "relative_energy_kj_mol": 518.3,
  "lumo_energy_ev": 0.660,
  "charge": 0,
  "e_tot_ha": -534.7140,
  "homo_lumo_gap_ha": 0.3541,
  "fmax_ev_per_a": 4.75
}

***

2.
{
  "formula": "C9H12N2O3",
  "method": "ωB97M-V with the def2-TZVPD basis set",
  "symbols": ["H", "H", "O", "H", "C", "H", "H", "H", "C", "H", "C", "C", "H", "H", "N", "O", "O", "C", "H", "C", "N", "C", "H", "C", "C", "H"],
  "coordinates": [[1.72, 1.86, 0.47], [-1.02, -0.08, 2.24], [-1.02, -1.04, 2.18], [-1.18, 2.58, -0.64], [-0.66, -2.84, 0.78], [2.85, -0.08, 0.37], [-0.69, -0.87, 0.16], [-1.82, 0.91, -2.85], [-1.91, 1.82, -0.87], [1.85, -0.74, -0.90], [1.82, -0.26, 0.08], [1.23, -1.26, 1.11], [-2.80, 2.30, -1.28], [-2.25, 1.34, 0.05], [-0.94, -3.94, 0.61], [0.91, 1.55, -1.33], [0.60, 0.13, -3.02], [1.10, 1.10, 0.01], [1.69, -2.22, 0.91], [-1.37, 0.78, -1.87], [1.99, -0.60, 3.52], [-0.32, -1.43, 1.02], [-1.64, -0.23, -1.57], [1.63, -0.87, 2.46], [0.12, 0.77, -2.13], [0.15, 1.10, 0.54]],
  "relative_energy_kj_mol": 217.7,
  "lumo_energy_ev": 0.271,
  "charge": 0,
  "e_tot_ha": -685.3251,
  "homo_lumo_gap_ha": 0.4123,
  "fmax_ev_per_a": 0.41
}

***

3.
{
  "formula": "C9H12N2OPS",
  "method": "ωB97M-V with the def2-TZVPD basis set",
  "symbols": ["C", "C", "H", "H", "H", "C", "H", "N", "H", "S", "H", "C", "H", "C", "C", "H", "H", "H", "C", "H", "C", "C", "O", "N", "P", "H"],
  "coordinates": [[1.02, 2.75, 1.40], [-0.25, -2.11, -2.76], [-2.79, -2.10, -1.91], [0.96, 3.84, 1.05], [0.68, -2.66, -2.79], [0.24, 1.89, 0.63], [1.17, -0.98, 2.41], [-0.84, -1.61, -1.52], [-2.61, -1.39, -0.15], [-0.76, 4.29, -0.89], [1.58, -0.76, -1.87], [1.60, 2.39, 2.59], [-1.04, -1.13, 0.85], [1.68, 1.05, 2.99], [-0.11, -0.78, -0.81], [-2.16, -3.05, -0.54], [-1.03, -2.76, -3.05], [-0.24, -1.34, -3.42], [1.07, 0.16, 2.15], [1.97, 3.31, 3.07], [-2.11, -2.12, -0.96], [0.32, 0.60, 1.10], [1.04, -0.33, -1.23], [-0.47, -0.43, 0.42], [-1.10, 2.40, -0.62], [2.17, 0.88, 3.87]],
  "relative_energy_kj_mol": 158.4,
  "lumo_energy_ev": -4.535,
  "charge": 1,
  "e_tot_ha": -1274.1444,
  "homo_lumo_gap_ha": 0.2694,
  "fmax_ev_per_a": 5.47
}

***

4.
{
  "formula": "C9H12N2OS",
  "method": "ωB97M-V with the def2-TZVPD basis set",
  "symbols": ["H", "C", "H", "H", "H", "C", "C", "H", "H", "C", "C", "H", "C", "H", "N", "C", "N", "C", "O", "C", "H", "H", "H", "S", "H"],
  "coordinates": [[-3.52, 1.02, 1.07], [-0.03, 0.63, -0.04], [-1.64, 1.29, -2.25], [-1.62, -0.44, 1.25], [-2.03, -0.36, -2.68], [-3.38, 0.24, 0.26], [1.79, -1.50, 1.37], [2.36, 1.05, 1.98], [0.24, -0.70, 2.30], [3.58, 0.80, -0.86], [-2.04, -0.54, 0.28], [-0.44, 0.33, -2.73], [2.16, 0.90, 0.85], [-4.23, -0.47, 0.32], [3.02, 1.57, -0.06], [-1.35, 0.29, -2.15], [0.74, 1.36, 0.57], [-1.01, 0.02, -0.63], [0.77, -1.46, 2.34], [2.31, -0.57, 0.60], [-2.37, -1.67, 0.10], [-3.22, 0.67, -0.71], [2.26, -2.48, 1.27], [3.39, -0.97, -0.75], [4.25, 1.00, -1.70]],
  "relative_energy_kj_mol": 400.6,
  "lumo_energy_ev": 0.627,
  "charge": 0,
  "e_tot_ha": -932.9406,
  "homo_lumo_gap_ha": 0.3262,
  "fmax_ev_per_a": 3.20
}

***

Q: Which formula does entry 1 have?
A: C9H12N2O

***

Q: charge of number 1 (C9H12N2O)?
A: 0

***

Q: What is the formula in the second record?
A: C9H12N2O3